The following is a DFT calculation (ωB97M-V with the def2-TZVPD basis set) of an isolated molecule of C4H7N3 in a non-equilibrium geometry.

XYZ file:
```
14
C4H7N3 (ωB97M-V with the def2-TZVPD basis set)
H 2.34136 -1.56693 -0.98137
N 1.43043 -1.37473 -0.57476
C 1.39441 -0.20612 -0.05955
C 2.53085 0.72343 -0.09561
N 3.43900 1.43778 -0.15579
N 0.31204 0.29973 0.59743
C -0.97390 -0.38091 0.60137
C -1.97394 0.27344 -0.34743
H 0.33184 1.27849 0.84039
H -0.77668 -1.41570 0.31083
H -1.36341 -0.38785 1.62695
H -1.59085 0.27416 -1.37305
H -2.17452 1.31114 -0.05447
H -2.92663 -0.26593 -0.33495
```

As for the spin multiplicity: 1. The highest occupied orbital energy is -9.63 eV. The total energy is -320.8678 hartree. Its strongest force on any atom is 1.16 eV Å⁻¹. The energy above the lowest of the compared OMol25 structures with the same formula, charge and spin is 9.7 kcal/mol.

=====

The following is a DFT calculation (ωB97M-V with the def2-TZVPD basis set) of an isolated molecule of C4H7N3O in a non-equilibrium geometry.

XYZ file:
```
15
C4H7N3O (ωB97M-V with the def2-TZVPD basis set)
N 1.56085 -0.21440 0.43421
C 0.67391 0.13395 -0.78780
C 0.21953 -1.46733 -1.16567
C -0.62034 -0.56348 -0.41392
N -1.07814 -0.38110 0.95501
N -1.04150 1.05143 0.79313
C -0.15404 1.59709 -0.18718
O 0.13337 2.81477 -0.26877
H 1.00965 0.35852 1.30360
H 2.49954 0.37051 0.32241
H 0.90033 -2.35152 -0.53940
H -0.05706 -1.47855 -2.23421
H -1.46820 -0.25500 -1.11193
H -1.99150 -0.92210 1.23479
H -0.58639 1.30720 1.66572
```

As for the spin multiplicity: 1. The highest occupied orbital energy is -8.98 eV. The total energy is -395.8393 hartree. Its strongest force on any atom is 5.35 eV Å⁻¹. The energy above the lowest of the compared OMol25 structures with the same formula, charge and spin is 194.0 kcal/mol.

=====

The following is a DFT calculation (ωB97M-V with the def2-TZVPD basis set) of an isolated molecule of C4H7N3O in a non-equilibrium geometry.

XYZ file:
```
15
C4H7N3O (ωB97M-V with the def2-TZVPD basis set)
C 2.51045 -1.04337 0.11170
N 0.99278 -1.27538 0.03047
C 0.27990 -0.18734 0.00059
C 0.56531 1.34350 0.07081
N 1.06343 2.37416 -0.23266
N -1.13427 -0.25160 -0.22389
C -2.02734 -1.30750 -0.09842
O -1.87941 0.93886 0.17300
H 3.01052 -1.19792 -0.87648
H 3.12419 -1.82826 0.68269
H 2.81741 0.05569 0.32424
H -1.61932 -2.30406 -0.57935
H -2.94640 -0.86806 -0.62235
H -2.49930 -1.29422 0.98004
H -1.27542 1.16391 1.18175
```

As for the spin multiplicity: 1. The highest occupied orbital energy is -9.08 eV. The total energy is -395.9292 hartree. Its strongest force on any atom is 6.33 eV Å⁻¹. The energy above the lowest of the compared OMol25 structures with the same formula, charge and spin is 137.5 kcal/mol.

=====

The following is a DFT calculation (ωB97M-V with the def2-TZVPD basis set) of an isolated molecule of C4H7N3O in a non-equilibrium geometry.

XYZ file:
```
15
C4H7N3O (ωB97M-V with the def2-TZVPD basis set)
H 4.05428 -0.62729 -0.70021
N 3.76536 0.17098 -0.09581
C 2.51369 0.17891 0.22458
N 1.51849 -0.63412 -0.16225
C 0.29152 -0.30045 -0.15595
N -0.84410 -1.10222 -0.00968
C -2.05441 -0.42154 -0.04396
C -1.51232 1.06795 0.07669
O -0.13533 0.91421 -0.47652
H 2.19416 0.91874 0.95754
H -0.83433 -2.02275 0.14523
H -2.48418 -0.57184 -1.01518
H -2.86310 -0.74698 0.67852
H -1.55929 1.40810 1.14342
H -2.05045 1.76829 -0.56641
```

As for the spin multiplicity: 1. The highest occupied orbital energy is -8.71 eV. The total energy is -396.0785 hartree. Its strongest force on any atom is 4.15 eV Å⁻¹. The energy above the lowest of the compared OMol25 structures with the same formula, charge and spin is 43.9 kcal/mol.

=====

The following is a DFT calculation (ωB97M-V with the def2-TZVPD basis set) of a structure of composition C4H7N3O in a non-equilibrium geometry.

XYZ file:
```
15
C4H7N3O (ωB97M-V with the def2-TZVPD basis set)
C 1.56398 -0.36056 1.04433
C 0.46887 -0.36784 0.06373
C -0.65512 -0.61774 -1.91543
C -0.90024 0.55375 -1.37735
H -0.14669 -0.72304 2.72558
H 1.76886 -0.36662 3.02699
H 2.28083 0.54472 0.97314
H 2.30662 -1.17851 0.81042
H -0.99114 -1.43422 -2.47691
H -1.63332 2.29204 -0.96237
H -3.35232 0.96007 -1.51461
N 1.06308 -0.22378 2.42945
N 0.21539 -1.32218 -0.80598
N -2.00734 1.40009 -1.65747
O 0.01855 0.84382 -0.36352
```

As for the spin multiplicity: 1. The highest occupied orbital energy is -8.62 eV. The total energy is -395.8960 hartree. Its strongest force on any atom is 7.88 eV Å⁻¹. The energy above the lowest of the compared OMol25 structures with the same formula, charge and spin is 158.4 kcal/mol.

=====

The following is a DFT calculation (ωB97M-V with the def2-TZVPD basis set) of a cluster of 2 separate species, C4H7N3O2 in total in a non-equilibrium geometry.

XYZ file:
```
16
C4H7N3O2 (ωB97M-V with the def2-TZVPD basis set)
N -2.11377 1.81411 -0.40552
C -1.52424 0.79984 -0.53802
C -0.44143 -0.11177 -0.97614
N -0.43189 -1.41607 -0.28127
C 1.00877 -1.30491 0.05860
C 0.96250 0.11494 -0.43981
N 1.71350 1.12628 -0.47866
O 2.91302 0.89984 0.16404
H -0.45892 -0.16909 -2.07730
H -0.67483 -2.20213 -0.87563
H 1.67890 -1.94539 -0.53609
H 1.23915 -1.43301 1.12583
H 3.39029 1.73480 0.10510
O -2.69464 0.49694 1.83209
H -2.75838 1.47775 1.36062
H -1.80802 0.11787 1.96216
```

As for the spin multiplicity: 1. The highest occupied orbital energy is -10.12 eV. The total energy is -471.2227 hartree. Its strongest force on any atom is 4.73 eV Å⁻¹. The energy above the lowest of the compared OMol25 structures with the same formula, charge and spin is 113.2 kcal/mol.

=====

The following is a DFT calculation (ωB97M-V with the def2-TZVPD basis set) of a cluster of 2 separate species, C4H7N3O2 in total in a non-equilibrium geometry.

XYZ file:
```
16
C4H7N3O2 (ωB97M-V with the def2-TZVPD basis set)
C 1.58514 -2.13039 0.82660
C -0.14184 2.32883 0.76538
C -0.12684 2.04023 -1.76910
C -1.08146 -0.25904 1.89298
N 0.91032 -1.18881 0.50957
N 0.20792 2.34284 -0.38688
N 0.11519 -0.54056 -0.11208
O -0.22443 2.54286 1.92312
O -0.96033 0.07304 0.54905
H 2.50960 -2.16729 1.24374
H 0.54251 1.17116 -1.98246
H -1.28903 1.92464 -1.80246
H 0.15543 3.03677 -2.39103
H -2.08147 0.09604 2.21168
H -0.37248 0.29140 2.56503
H -1.05060 -1.37277 2.01203
```

As for the spin multiplicity: 1. The highest occupied orbital energy is -8.71 eV. The total energy is -471.1449 hartree. Its strongest force on any atom is 2.93 eV Å⁻¹. The energy above the lowest of the compared OMol25 structures with the same formula, charge and spin is 162.0 kcal/mol.

=====

The following is a DFT calculation (ωB97M-V with the def2-TZVPD basis set) of an isolated molecule of C4H7N3O2S in a non-equilibrium geometry.

XYZ file:
```
17
C4H7N3O2S (ωB97M-V with the def2-TZVPD basis set)
C -0.90467 0.80219 1.46221
C 1.01788 0.36223 -1.48239
C 0.52238 0.76711 1.12796
C 0.69701 -0.21815 -0.14023
N -1.73226 0.11541 0.62030
N -1.27599 -0.37762 -0.62498
N 1.17624 -1.45162 0.15955
O 1.60525 1.37685 -1.72306
O 0.68103 -0.33609 -2.54939
S -1.57594 1.45254 2.78326
H 0.83528 1.80610 0.83456
H 1.10264 0.25889 1.85615
H -2.66887 0.30750 0.90986
H -1.55784 0.19149 -1.37410
H 0.67128 -1.66983 1.00339
H 0.09253 -1.04226 -2.48465
H 1.31405 -2.34474 -0.37845
```

As for the spin multiplicity: 3. The highest occupied orbital energy (alpha / beta) is -5.65 / -9.26 eV. The total energy is -869.3423 hartree. Its strongest force on any atom is 5.34 eV Å⁻¹. The expectation value of S² is 2.015. The energy above the lowest of the compared OMol25 structures with the same formula, charge and spin is 0.0 kcal/mol.